# 1
{"formula": "C11H16NO", "method": "ωB97M-V with the def2-TZVPD basis set", "species": ["C", "C", "C", "C", "C", "C", "C", "C", "C", "C", "C", "N", "O", "H", "H", "H", "H", "H", "H", "H", "H", "H", "H", "H", "H", "H", "H", "H", "H"], "positions_angstrom": [[-2.78635, -1.21130, -2.44157], [-1.69620, -1.89731, -1.99791], [-2.77227, 0.22472, -2.19916], [-0.59947, -1.33912, -1.45377], [-1.71472, 0.78299, -1.56961], [-0.56917, 0.06880, -1.25253], [2.15430, -0.08793, 1.33917], [2.68618, 0.42538, -0.03918], [0.52954, 0.75399, -0.72525], [0.57580, 1.52355, 2.35249], [-0.08735, -0.74693, 1.83225], [0.76514, 0.34066, 1.49764], [1.71603, 0.22479, -1.05514], [-3.68058, -1.56885, -2.92016], [-1.82594, -2.97550, -2.17778], [-3.57198, 0.96080, -2.48498], [0.17933, -2.10728, -1.20076], [-1.43667, 1.81789, -1.41681], [2.12497, -1.27786, 1.43339], [2.78380, 0.27206, 2.05825], [2.85692, 1.43211, 0.07025], [3.52536, -0.11070, -0.42559], [0.26186, 1.80469, -0.41980], [0.99382, 2.44832, 1.77211], [-0.47904, 1.88258, 2.65930], [1.26124, 1.38946, 3.29218], [-1.22521, -0.32765, 1.68738], [0.04107, -1.43759, 0.95382], [-0.01041, -1.26477, 2.83176]], "de_lowest_kcal_mol": 94.1, "e_lumo_ha": [-0.1704, -0.1704], "homo_lumo_gap_ha": [0.31018, 0.31015], "total_charge": 1, "homo_ev": [-13.1, -13.1]}

=====

# 2
{"formula": "C11H16NO2", "method": "ωB97M-V with the def2-TZVPD basis set", "species": ["C", "C", "C", "C", "C", "C", "C", "C", "C", "C", "C", "N", "O", "O", "H", "H", "H", "H", "H", "H", "H", "H", "H", "H", "H", "H", "H", "H", "H", "H"], "positions_angstrom": [[1.79991, -0.00834, 0.18084], [1.30550, 1.39569, 0.49512], [-0.05691, 1.69531, -0.15474], [-3.29195, -0.09320, -0.79985], [-3.16990, -1.35327, 0.05784], [-2.61184, 1.12112, -0.15216], [-1.70421, -1.83115, 0.16465], [4.53194, 0.22997, -0.02828], [3.14746, -0.14099, -0.14205], [-1.19336, 0.77658, 0.27091], [-0.96796, -0.62742, 0.54794], [4.15199, -1.18646, -0.24399], [0.83762, -0.92391, 0.20834], [-1.08979, 0.17050, 1.58687], [1.18837, 1.45702, 1.58148], [2.03257, 2.14347, 0.18449], [-0.33893, 2.71784, 0.10236], [0.03314, 1.62774, -1.24178], [-2.84826, -0.27930, -1.78057], [-4.34596, 0.14154, -0.95269], [-3.55306, -1.15207, 1.05991], [-3.75791, -2.16069, -0.37766], [-2.59588, 1.95256, -0.85457], [-3.17259, 1.43425, 0.73205], [-1.59985, -2.62214, 0.90665], [-1.34510, -2.18821, -0.80070], [5.03385, 0.71095, -0.86107], [4.97372, 0.45477, 0.93713], [4.33099, -1.61585, -1.15214], [4.27636, -1.84633, 0.52568]], "de_lowest_kcal_mol": 44.9, "spin_multiplicity": 3, "e_lumo_ha": [-0.1327, -0.2560], "homo_lumo_gap_ha": [0.13821, 0.19887], "total_charge": 1, "s_squared": 2.05, "homo_ev": [-7.4, -12.4]}

=====

# 3
{"formula": "C11H16NO2P", "method": "ωB97M-V with the def2-TZVPD basis set", "species": ["C", "C", "C", "C", "C", "C", "C", "C", "C", "C", "C", "N", "O", "O", "P", "H", "H", "H", "H", "H", "H", "H", "H", "H", "H", "H", "H", "H", "H", "H", "H"], "positions_angstrom": [[2.82421, -0.50893, 0.22698], [2.30039, -1.61781, -0.44348], [2.08495, -0.05414, 1.37142], [1.04479, -2.08421, -0.20059], [0.89060, -0.54674, 1.68485], [0.26445, -1.47448, 0.76938], [-2.03392, 2.89643, 0.16388], [-1.82632, -1.26043, -1.60976], [-1.20967, -1.56596, 0.88059], [-1.38776, 1.61053, 0.76988], [-1.59780, -0.65404, -0.27926], [-1.60600, 0.64084, -0.27719], [2.47365, 2.21451, -0.49988], [0.59884, 0.50817, -1.11917], [2.00060, 0.96611, -1.08570], [3.86595, -0.31796, 0.20536], [2.84225, -1.91645, -1.26339], [2.49494, 0.83707, 1.94771], [0.64202, -2.95725, -0.68637], [0.33828, -0.13874, 2.51803], [-2.70725, 3.59910, 0.70998], [-1.25424, 3.56083, -0.26818], [-2.64572, 2.57646, -0.65798], [-2.32847, -0.49189, -2.26001], [-2.43259, -2.20573, -1.51063], [-0.83078, -1.66934, -1.86101], [-1.56580, -2.51998, 0.67654], [-1.71918, -1.15042, 1.81892], [-0.21831, 1.72736, 0.83863], [-1.92536, 1.24762, 1.71691], [2.62327, 0.74946, -2.27646]], "de_lowest_kcal_mol": 74.1, "e_lumo_ha": -0.0279, "homo_lumo_gap_ha": 0.28520, "homo_ev": -8.5}

=====

# 4
{"formula": "C11H16O", "method": "ωB97M-V with the def2-TZVPD basis set", "species": ["C", "C", "C", "C", "C", "O", "C", "C", "C", "C", "C", "C", "H", "H", "H", "H", "H", "H", "H", "H", "H", "H", "H", "H", "H", "H", "H", "H"], "positions_angstrom": [[-3.32812, 0.85710, -0.41688], [-1.95507, 1.26672, 0.10243], [-1.37624, 0.28765, 1.12465], [-1.16092, -1.13409, 0.61013], [-0.19179, -1.24631, -0.57444], [0.02737, -2.63592, -0.77322], [1.10764, -0.51749, -0.31883], [1.50505, 0.53680, -1.12966], [2.69852, 1.19560, -0.89356], [3.51210, 0.80196, 0.15466], [3.13103, -0.25900, 0.95906], [1.93784, -0.91661, 0.72198], [-3.73487, 1.63557, -1.05880], [-3.27053, -0.06162, -0.99449], [-4.01665, 0.70080, 0.41083], [-1.26342, 1.37375, -0.73419], [-2.03596, 2.24536, 0.58242], [-2.05301, 0.23495, 1.98109], [-0.42185, 0.68352, 1.48116], [-0.75757, -1.74537, 1.41886], [-2.10884, -1.58200, 0.31112], [-0.66434, -0.82444, -1.47658], [0.69460, -2.74938, -1.45843], [0.87743, 0.84484, -1.95480], [2.99493, 2.01539, -1.53184], [4.44272, 1.31727, 0.34150], [3.76581, -0.57414, 1.77459], [1.64413, -1.75092, 1.34124]], "de_lowest_kcal_mol": 0.0, "e_lumo_ha": 0.0332, "homo_lumo_gap_ha": 0.37342, "smiles": "CCCC[C@H](O)c1ccccc1", "homo_ev": -9.3}